Entry from the OMol25 dataset: a cluster of 2 separate species, C6H10 in total (ωB97M-V/def2-TZVPD).

Values from the calculation:
ΔE to the lowest compared entry with this formula, charge and spin: 90.7 kcal/mol
E_LUMO: -0.12 eV
Frontier orbital gap: 7.759 eV
E_HOMO: -0.2897 Eh

Last column: natural (NBO) charge in e.
Cartesian coordinates (Å):
C  -0.191  2.285  -0.438  -0.670
C  -0.040  0.860  -0.025  0.216
C  -0.929  0.117  0.691  -0.416
C  -0.442  -1.193  1.041  0.074
C  0.874  -1.290  0.319  -0.568
C  1.189  0.064  -0.342  -0.492
H  -0.049  2.391  -1.519  0.234
H  -1.170  2.684  -0.165  0.227
H  0.582  2.896  0.043  0.236
H  -1.896  0.501  1.013  0.213
H  -1.730  -2.864  0.322  0.023
H  -2.070  -3.278  -0.208  -0.040
H  1.650  -1.619  1.021  0.246
H  0.787  -2.110  -0.408  0.256
H  1.352  0.017  -1.428  0.229
H  2.081  0.540  0.083  0.231

Entry from the OMol25 dataset: a structure of composition C12H18ClHoIN2OPS in a non-equilibrium geometry (ωB97M-V/def2-TZVPD).

Values from the calculation:
ΔE to the lowest compared entry with this formula, charge and spin: 72.0 kcal/mol
E_LUMO (spin up / spin down): -8.53 / -8.39 eV
Expectation value of S²: 6.004
Spin multiplicity: 5
Frontier orbital gap (spin up / spin down): 4.322 / 4.458 eV
E_HOMO (spin up / spin down): -0.4723 / -0.4723 Eh
Charge: +2

Last column: natural (NBO) charge in e.
Cartesian coordinates (Å):
C  -1.724  1.056  -1.372  -0.776
I  -2.589  -0.811  0.487  0.006
H  -0.851  0.403  -1.517  0.265
H  -1.447  2.036  -1.795  0.240
H  -2.595  0.667  -1.914  0.278
Ho  2.407  -0.910  0.645  2.193
P  -1.152  -2.498  -2.034  0.738
C  -2.827  -3.141  -2.467  -0.930
C  -0.303  -2.897  -3.610  -0.941
H  0.489  -3.841  -0.849  0.183
H  -0.799  -4.867  -1.568  0.245
H  -1.112  -3.929  -0.067  0.232
C  -0.590  -3.932  -1.030  -0.938
H  0.778  -2.948  -3.444  0.221
H  -0.684  -3.847  -4.002  0.232
H  -2.714  -4.084  -3.023  0.234
H  -3.339  -2.404  -3.101  0.244
H  -0.508  -2.092  -4.326  0.243
H  -3.427  -3.298  -1.562  0.238
C  -2.004  1.212  0.061  0.516
O  -1.929  2.139  0.821  -0.493
Cl  1.854  -0.326  -1.632  -0.536
N  4.016  0.700  0.342  -0.959
C  3.007  1.652  0.907  0.173
N  1.952  1.049  1.457  -0.673
C  1.112  1.966  2.132  0.096
C  0.110  1.570  3.003  -0.192
C  -0.334  2.501  3.950  -0.147
C  0.186  3.808  3.949  -0.149
C  1.167  4.193  3.023  -0.179
C  1.655  3.244  2.129  -0.195
S  3.108  3.333  1.101  0.609
H  4.948  0.923  0.708  0.453
H  4.127  0.862  -0.671  0.458
H  -0.285  0.558  2.920  0.237
H  -1.099  2.217  4.671  0.258
H  -0.182  4.530  4.682  0.262
H  1.575  5.205  2.995  0.256

Entry from the OMol25 dataset: a cluster of 5 separate species, C27H46B2FN4O2 in total in a non-equilibrium geometry (ωB97M-V/def2-TZVPD).

Values from the calculation:
E_LUMO: 1.89 eV
Frontier orbital gap: 5.875 eV
E_HOMO: -0.1465 Eh
Charge: -1

Last column: Löwdin charge in e.
Cartesian coordinates (Å):
O  -5.625  2.907  1.681  0.058
B  -5.347  3.634  0.480  -0.562
O  -5.288  5.031  0.636  0.080
B  -5.134  2.984  -1.082  -0.487
C  -5.491  1.389  -1.213  -0.201
C  -4.755  0.444  -0.245  -0.211
C  -5.018  -0.997  -0.706  -0.235
F  -4.417  -1.962  0.122  -0.099
C  -3.641  3.449  -1.658  -0.167
C  -2.590  2.341  -1.919  -0.165
C  -1.449  2.282  -0.909  -0.214
C  -0.223  1.766  -1.313  -0.057
C  0.830  1.723  -0.441  -0.121
C  0.724  2.200  0.859  -0.130
C  -0.493  2.701  1.262  -0.098
C  -1.548  2.737  0.378  -0.039
H  -6.525  3.046  1.990  0.074
H  -5.436  5.243  1.568  0.070
H  -5.971  3.588  -1.752  0.078
H  -5.313  1.043  -2.248  0.085
H  -6.573  1.252  -1.043  0.087
H  -5.118  0.487  0.787  0.104
H  -3.666  0.576  -0.210  0.099
H  -4.765  -1.114  -1.765  0.052
H  -6.108  -1.137  -0.635  0.108
H  -3.765  4.019  -2.589  0.075
H  -3.199  4.167  -0.952  0.066
H  -2.976  1.323  -2.038  0.088
H  -2.084  2.576  -2.870  0.102
H  -0.055  1.398  -2.321  0.111
H  1.806  1.347  -0.744  0.090
H  1.555  2.201  1.560  0.079
H  -0.624  3.080  2.271  0.100
H  -2.479  3.166  0.739  0.116
C  -2.166  -4.262  -1.701  -0.121
C  -3.046  -4.694  -2.866  -0.253
C  -2.849  -3.811  -4.103  -0.187
C  -3.186  -2.418  -3.785  -0.205
N  -3.454  -1.333  -3.501  0.179
H  -2.413  -3.251  -1.371  0.068
H  -2.308  -4.925  -0.850  0.061
H  -1.109  -4.286  -1.978  0.071
H  -4.092  -4.667  -2.552  0.113
H  -2.818  -5.730  -3.129  0.106
H  -3.484  -4.151  -4.922  0.112
H  -1.812  -3.854  -4.440  0.117
C  3.072  -5.813  0.340  -0.106
C  2.127  -4.634  0.132  -0.288
C  0.733  -4.878  0.721  -0.175
C  0.097  -6.041  0.085  -0.254
N  -0.405  -6.949  -0.421  0.145
H  2.711  -6.710  -0.165  0.066
H  4.058  -5.584  -0.067  0.070
H  3.189  -6.040  1.402  0.073
H  2.043  -4.427  -0.936  0.109
H  2.556  -3.746  0.596  0.030
H  0.099  -4.005  0.560  0.117
H  0.796  -5.057  1.795  0.118
C  5.883  -0.518  2.049  -0.116
C  4.463  -0.042  2.334  -0.285
C  3.440  -1.181  2.260  -0.168
C  3.434  -1.764  0.918  -0.213
N  3.415  -2.193  -0.154  0.173
H  5.975  -0.918  1.037  0.069
H  6.586  0.307  2.138  0.042
H  6.185  -1.296  2.755  0.078
H  4.196  0.741  1.620  0.101
H  4.426  0.404  3.324  0.073
H  2.442  -0.800  2.482  0.121
H  3.676  -1.958  2.990  0.121
C  4.624  4.379  0.909  -0.103
C  5.640  5.107  1.783  -0.261
C  6.796  4.205  2.231  -0.182
C  6.286  3.077  3.022  -0.196
N  5.865  2.191  3.630  0.175
H  4.143  3.561  1.448  0.059
H  3.837  5.061  0.589  0.078
H  5.098  3.967  0.015  0.079
H  5.131  5.514  2.659  0.112
H  6.049  5.954  1.228  0.107
H  7.503  4.768  2.841  0.115
H  7.333  3.813  1.366  0.120

Entry from the OMol25 dataset: the molecule C4H5NO2 (ωB97M-V/def2-TZVPD).

Values from the calculation:
ΔE to the lowest compared entry with this formula, charge and spin: 76.4 kcal/mol
E_LUMO: 0.59 eV
Frontier orbital gap: 9.628 eV
E_HOMO: -0.3321 Eh

Last column: natural (NBO) charge in e.
Cartesian coordinates (Å):
O  2.409  -0.121  0.472  -0.650
C  1.479  0.494  -0.229  0.264
C  0.311  -0.448  -0.329  -0.113
C  -0.650  -0.172  0.869  -0.266
N  -1.801  0.501  0.269  -0.466
C  -1.591  0.502  -0.978  0.388
O  -0.471  -0.068  -1.475  -0.480
H  3.137  0.510  0.571  0.504
H  0.584  -1.505  -0.432  0.207
H  -0.965  -1.095  1.366  0.212
H  -0.191  0.475  1.626  0.209
H  -2.250  0.926  -1.729  0.191